{
  "formula": "C48H49F8N2O2P",
  "method": "ωB97M-V with the def2-TZVPD basis set",
  "homo_energy_ev": -8.5,
  "e_above_lowest_ev": 0.000,
  "molar_mass_g_mol": 868.89,
  "gap_ha": 0.332,
  "largest_force_ev_per_a": 1.14,
  "elements": ["C", "C", "C", "F", "O", "C", "O", "N", "N", "P", "C", "C", "H", "H", "H", "H", "H", "H", "H", "H", "H", "H", "H", "H", "H", "H", "F", "C", "C", "C", "C", "C", "C", "H", "H", "H", "H", "H", "F", "C", "C", "C", "C", "C", "C", "H", "H", "H", "H", "H", "F", "C", "C", "C", "C", "C", "C", "H", "H", "H", "H", "H", "F", "C", "C", "C", "C", "C", "C", "H", "H", "H", "H", "H", "F", "C", "C", "C", "C", "C", "C", "H", "H", "H", "H", "H", "F", "C", "C", "C", "C", "C", "C", "H", "H", "H", "H", "H", "F", "C", "C", "C", "C", "C", "C", "H", "H", "H", "H", "H"],
  "xyz": [[5.6958, 1.9093, -0.8690], [5.0621, 3.2074, -1.3791], [3.8405, 3.5932, -0.5724], [4.2097, 4.4166, 0.4717], [2.9212, 4.3414, -1.3196], [1.9254, 3.6457, -1.9669], [1.8214, 3.7471, -3.1465], [1.0436, 2.9077, -1.1814], [0.8325, 3.4441, 0.1341], [1.1212, 1.1173, -1.2427], [2.2187, 0.5996, 0.1614], [2.1385, 0.8097, -2.7145], [6.7478, 1.8462, -1.1463], [5.1651, 1.0290, -1.2422], [5.6499, 1.8709, 0.2252], [5.7789, 4.0264, -1.2650], [4.7882, 3.1425, -2.4345], [3.3611, 2.7262, -0.1066], [1.7070, 3.6585, 0.6044], [0.3220, 2.7559, 0.6746], [2.5573, 1.3965, 0.8262], [1.6471, -0.1276, 0.7356], [3.1169, 0.1005, -0.2223], [3.0434, 1.4179, -2.8251], [1.5034, 1.0071, -3.5810], [2.4252, -0.2434, -2.6888], [-0.8252, 1.8451, -3.5794], [-1.5682, 2.3748, -4.5701], [-2.6357, 1.6472, -5.0573], [-3.3973, 2.1979, -6.0784], [-3.0816, 3.4488, -6.5916], [-2.0000, 4.1531, -6.0799], [-1.2290, 3.6198, -5.0566], [-2.8598, 0.6754, -4.6381], [-4.2421, 1.6470, -6.4707], [-3.6782, 3.8738, -7.3875], [-1.7500, 5.1273, -6.4791], [-0.3798, 4.1450, -4.6374], [2.3370, -2.4217, -3.5095], [1.9824, -2.2257, -4.8028], [2.8882, -2.5513, -5.7903], [2.5149, -2.3526, -7.1124], [1.2661, -1.8301, -7.4199], [0.3803, -1.5058, -6.4012], [0.7332, -1.7065, -5.0743], [3.8588, -2.9466, -5.5238], [3.2073, -2.6050, -7.9045], [0.9847, -1.6727, -8.4522], [-0.5908, -1.0904, -6.6366], [0.0618, -1.4627, -4.2614], [2.2389, -1.3441, 2.8530], [1.7681, -2.6071, 2.7403], [1.4229, -3.2889, 3.8891], [0.9340, -4.5820, 3.7650], [0.8039, -5.1683, 2.5133], [1.1634, -4.4580, 1.3764], [1.6496, -3.1620, 1.4817], [1.5360, -2.8107, 4.8524], [0.6511, -5.1320, 4.6529], [0.4230, -6.1757, 2.4206], [1.0646, -4.9148, 0.4001], [1.9331, -2.5911, 0.6080], [-2.5256, 7.7275, -0.5314], [-1.1976, 7.8202, -0.3011], [-0.7311, 8.8731, 0.4609], [0.6332, 8.9608, 0.6986], [1.4996, 8.0108, 0.1742], [1.0009, 6.9652, -0.5908], [-0.3617, 6.8601, -0.8323], [-1.4268, 9.6015, 0.8545], [1.0184, 9.7761, 1.2970], [2.5628, 8.0838, 0.3617], [1.6749, 6.2235, -0.9958], [-0.7746, 6.0465, -1.4135], [-1.0141, -7.2290, 0.6756], [-2.2899, -6.8703, 0.9496], [-3.2572, -7.8539, 0.9867], [-4.5657, -7.4839, 1.2640], [-4.8841, -6.1511, 1.4905], [-3.8884, -5.1849, 1.4421], [-2.5727, -5.5390, 1.1759], [-2.9843, -8.8836, 0.7999], [-5.3388, -8.2390, 1.3049], [-5.9057, -5.8649, 1.7028], [-4.1335, -4.1447, 1.6129], [-1.7833, -4.8007, 1.1418], [-7.4238, -8.2882, 2.7535], [-7.6681, -7.6421, 3.9161], [-8.9498, -7.6695, 4.4267], [-9.1985, -7.0054, 5.6192], [-8.1774, -6.3295, 6.2728], [-6.8992, -6.3191, 5.7321], [-6.6306, -6.9815, 4.5420], [-9.7286, -8.2000, 3.8961], [-10.1961, -7.0180, 6.0379], [-8.3778, -5.8120, 7.2012], [-6.1011, -5.7910, 6.2371], [-5.6402, -6.9860, 4.1081], [4.2626, 3.2728, 7.5961], [4.1313, 3.5057, 6.2733], [5.2448, 3.3905, 5.4658], [5.1004, 3.6299, 4.1066], [3.8651, 3.9805, 3.5783], [2.7646, 4.0898, 4.4188], [2.8892, 3.8501, 5.7799], [6.1975, 3.1207, 5.9003], [5.9611, 3.5424, 3.4558], [3.7647, 4.1649, 2.5194], [1.7997, 4.3685, 4.0146], [2.0461, 3.9265, 6.4527]],
  "atomic_forces_ev_per_a": [[-0.2, 0.1, 0.2], [0.3, 0.0, 0.2], [-0.1, -0.1, 0.1], [0.1, 0.1, 0.0], [0.0, 0.2, 0.0], [-0.4, 0.1, 0.4], [0.0, -0.1, -0.8], [1.0, -0.3, 0.5], [-0.2, 0.3, -0.1], [-0.9, -0.2, 0.2], [0.4, 0.0, -0.3], [0.2, 0.3, -0.3], [-0.1, -0.1, -0.1], [0.1, 0.1, 0.0], [0.1, 0.0, -0.1], [-0.1, 0.0, -0.2], [0.0, 0.0, 0.1], [0.1, 0.1, -0.3], [0.0, -0.2, 0.1], [-0.1, 0.0, 0.0], [-0.2, -0.2, 0.1], [0.1, 0.1, 0.1], [-0.1, 0.1, 0.1], [-0.1, -0.1, 0.2], [0.2, -0.1, 0.0], [-0.1, 0.0, 0.0], [0.0, -0.1, 0.1], [0.0, 0.0, -0.1], [0.0, 0.0, 0.0], [0.0, 0.0, 0.0], [0.0, 0.0, 0.0], [0.0, 0.0, 0.0], [0.1, 0.1, 0.0], [0.0, 0.0, 0.0], [0.0, 0.0, 0.0], [0.0, 0.0, 0.0], [0.0, 0.0, 0.0], [0.0, -0.1, 0.0], [0.0, 0.0, 0.0], [0.0, 0.0, 0.0], [0.0, 0.0, 0.0], [0.0, 0.0, 0.0], [0.0, 0.0, 0.0], [0.0, 0.0, 0.0], [0.0, 0.0, 0.0], [0.0, 0.0, 0.0], [0.0, 0.0, 0.0], [0.0, 0.0, 0.0], [0.0, 0.0, 0.0], [0.0, 0.0, 0.0], [0.0, 0.0, 0.0], [0.0, 0.0, 0.0], [0.0, 0.0, 0.0], [0.0, 0.0, 0.0], [0.0, 0.0, 0.0], [0.0, 0.0, 0.0], [0.0, 0.0, 0.0], [0.0, 0.0, 0.0], [0.0, 0.0, 0.0], [0.0, 0.0, 0.0], [0.0, 0.0, 0.0], [0.0, 0.0, 0.0], [0.0, 0.0, 0.0], [0.0, 0.0, 0.0], [0.0, 0.0, 0.0], [0.0, 0.0, 0.0], [0.0, 0.0, 0.0], [0.0, 0.0, 0.0], [0.0, 0.0, 0.0], [0.0, 0.0, 0.0], [0.0, 0.0, 0.0], [0.0, 0.0, 0.0], [0.0, 0.1, 0.0], [0.0, 0.0, 0.0], [0.0, 0.0, 0.0], [0.0, 0.0, 0.0], [0.0, 0.0, 0.0], [0.0, 0.0, 0.0], [0.0, 0.0, 0.0], [0.0, 0.0, 0.0], [0.0, 0.1, 0.0], [0.0, 0.0, 0.0], [0.0, 0.0, 0.0], [0.0, 0.0, 0.0], [0.0, 0.0, 0.0], [0.0, 0.0, 0.0], [0.0, 0.0, 0.0], [0.0, 0.0, 0.0], [0.0, 0.0, 0.0], [0.0, 0.0, 0.0], [0.0, 0.0, 0.0], [0.0, 0.0, 0.0], [0.0, 0.0, 0.0], [0.0, 0.0, 0.0], [0.0, 0.0, 0.0], [0.0, 0.0, 0.0], [0.0, 0.0, 0.0], [0.0, 0.0, 0.0], [0.0, 0.0, 0.0], [0.0, 0.0, 0.0], [0.0, 0.0, 0.0], [0.0, 0.0, 0.0], [-0.1, -0.1, 0.1], [0.0, 0.0, 0.0], [0.0, 0.0, 0.0], [0.0, 0.0, 0.0], [0.0, 0.0, 0.0], [0.0, 0.0, 0.1], [0.0, 0.0, 0.0], [0.0, 0.0, 0.0]],
  "mulliken_charge": [-1.072, -0.699, 1.317, -0.407, -0.330, 0.008, -0.507, 0.471, -0.482, -0.189, -0.729, -0.643, 0.393, 0.197, 0.278, 0.466, 0.418, -0.801, 0.192, 0.326, 0.348, 0.166, 0.304, 0.201, 0.298, 0.268, 0.054, 0.331, -0.563, -0.459, -0.609, -0.436, -0.286, 0.460, 0.367, 0.378, 0.379, 0.501, -0.318, 0.539, -0.726, -0.253, -0.635, -0.370, -0.261, 0.424, 0.357, 0.384, 0.403, 0.467, -0.280, 0.413, -0.571, -0.412, -0.545, -0.511, -0.390, 0.438, 0.382, 0.484, 0.434, 0.562, -0.324, 0.466, -0.593, -0.255, -0.851, 0.128, -0.588, 0.424, 0.368, 0.433, 0.270, 0.562, -0.342, 0.460, -0.558, -0.319, -0.657, -0.429, -0.231, 0.441, 0.372, 0.498, 0.388, 0.388, -0.292, 0.446, -0.583, -0.312, -0.587, -0.405, -0.211, 0.418, 0.352, 0.372, 0.357, 0.457, -0.321, 0.305, -0.468, -0.475, -0.360, -0.492, -0.430, 0.426, 0.366, 0.626, 0.410, 0.432]
}

{
  "formula": "C5H16N3S",
  "method": "ωB97M-V with the def2-TZVPD basis set",
  "homo_energy_ev": -13.1,
  "e_above_lowest_ev": 1.571,
  "charge": 1,
  "molar_mass_g_mol": 150.27,
  "gap_ha": 0.381,
  "largest_force_ev_per_a": 4.37,
  "elements": ["C", "C", "C", "C", "C", "N", "N", "N", "S", "H", "H", "H", "H", "H", "H", "H", "H", "H", "H", "H", "H", "H", "H", "H", "H"],
  "xyz": [[0.4702, -3.0309, -1.1998], [1.8041, -1.1714, 0.1006], [-0.5863, -1.8731, 0.6777], [0.4434, -1.6276, -0.4793], [-0.5305, 1.1756, -0.9502], [-1.2020, 2.0392, -1.7325], [-0.2384, 1.3819, 0.2694], [-0.6082, 3.7330, 1.8046], [-0.2919, -0.5477, -1.7032], [0.3673, -3.8399, -0.4514], [-0.3524, -3.0649, -1.8849], [1.3162, -3.2582, -1.8822], [2.4953, -2.0179, 0.1637], [1.7767, -0.5894, 1.0303], [2.4031, -0.6166, -0.6249], [-0.2474, -2.7679, 1.1718], [-0.5568, -0.9836, 1.3488], [-1.5662, -2.2967, 0.4387], [-1.4064, 1.7109, -2.7267], [-1.3866, 3.0349, -1.3851], [-0.6315, 2.1991, 0.7564], [0.3428, 0.8201, 0.8924], [0.0256, 4.4591, 1.8823], [-0.3612, 2.9724, 2.4540], [-1.4788, 4.1598, 2.0298]],
  "atomic_forces_ev_per_a": [[0.9, 0.3, -0.4], [0.6, -0.3, -1.2], [0.9, 0.3, 0.2], [-0.6, -1.5, 1.5], [-0.7, -3.1, -3.0], [0.2, 0.3, -0.2], [0.3, 1.0, 2.7], [-0.9, -2.2, -0.3], [-0.2, 2.7, -0.5], [0.2, 0.5, -0.5], [-0.9, -0.3, -0.2], [0.0, 0.5, 0.8], [-0.5, -0.3, 0.9], [-0.1, -0.4, -0.1], [-0.5, 0.6, -0.2], [0.9, 0.1, 1.0], [-0.7, -1.0, -0.2], [-0.2, 1.2, -0.7], [0.2, 1.1, 2.1], [0.3, -2.1, -1.0], [0.4, 0.5, -0.4], [-0.3, -0.2, -1.0], [2.0, 1.4, 0.1], [-0.4, 1.1, 0.1], [-0.9, -0.2, 0.5]],
  "mulliken_charge": [-1.651, -1.526, -1.210, 1.084, 0.773, -0.446, -0.141, -0.807, -0.262, 0.377, 0.520, 0.382, 0.427, 0.394, 0.410, 0.430, 0.250, 0.391, 0.259, 0.260, 0.261, 0.129, 0.212, 0.260, 0.223]
}

{
  "formula": "C3H6N2S",
  "method": "ωB97M-V with the def2-TZVPD basis set",
  "spin_multiplicity": 3,
  "homo_energy_ev": [-7.2, -8.7],
  "e_above_lowest_ev": 1.198,
  "molar_mass_g_mol": 102.16,
  "gap_ha": [0.305, 0.250],
  "largest_force_ev_per_a": 3.79,
  "elements": ["C", "C", "C", "N", "N", "S", "H", "H", "H", "H", "H", "H"],
  "xyz": [[-1.7136, 1.3161, -1.2873], [0.5658, -0.8464, 0.5900], [1.8787, -0.7606, 1.2986], [-1.3159, 0.4992, -0.2309], [-0.1734, 0.1564, 0.2565], [-2.7709, 0.0501, -2.1858], [-2.3347, 2.0614, -0.9198], [-0.9960, 1.5562, -2.1054], [0.2550, -1.7596, 0.1373], [2.5535, -1.4461, 0.7438], [1.6523, -1.0497, 2.3041], [2.3993, 0.2231, 1.3988]],
  "atomic_forces_ev_per_a": [[1.2, -3.0, -1.9], [-1.7, 2.2, -1.8], [0.4, 0.5, -0.6], [0.8, -2.0, 3.1], [1.4, 1.7, -0.3], [-0.2, 0.7, -0.5], [-1.0, 1.8, 0.2], [-0.1, 0.5, 0.8], [-0.1, -1.2, 0.1], [-0.2, 0.2, 0.9], [0.5, -0.7, 0.8], [-0.9, -0.5, -0.5]],
  "lowdin_spin": [0.122, 0.058, 0.009, 0.486, 0.287, 0.984, 0.018, 0.021, 0.013, 0.001, 0.000, 0.001]
}

{
  "formula": "C25H36MnNO2",
  "method": "ωB97M-V with the def2-TZVPD basis set",
  "spin_multiplicity": 4,
  "homo_energy_ev": [-11.5, -11.5],
  "e_above_lowest_ev": 0.000,
  "charge": 1,
  "molar_mass_g_mol": 437.51,
  "gap_ha": [0.300, 0.250],
  "largest_force_ev_per_a": 2.22,
  "elements": ["O", "C", "C", "H", "H", "C", "H", "H", "C", "H", "H", "H", "C", "H", "H", "H", "Mn", "C", "C", "C", "H", "C", "C", "H", "H", "H", "H", "C", "C", "C", "H", "C", "C", "H", "H", "H", "H", "O", "C", "C", "H", "H", "C", "H", "H", "C", "H", "H", "H", "H", "C", "C", "C", "C", "C", "C", "N", "H", "H", "H", "H", "H", "H", "H", "H"],
  "xyz": [[0.2905, 0.1201, -5.3118], [0.5179, 0.8938, -6.5442], [0.3285, -0.2930, -7.4695], [1.5356, 1.2856, -6.6302], [-0.2183, 1.6961, -6.6262], [0.2695, -1.0837, -6.1380], [1.1938, -0.4876, -8.1051], [-0.6005, -0.2688, -8.0419], [1.5376, -1.8835, -5.9058], [2.3366, -1.2343, -5.5267], [1.8724, -2.3488, -6.8426], [1.3284, -2.6742, -5.1811], [-1.0122, -1.8696, -5.9723], [-1.8545, -1.2026, -5.7549], [-0.8915, -2.5794, -5.1510], [-1.2117, -2.4336, -6.8951], [-0.2012, -0.5961, -0.9433], [-2.0671, -1.1606, -0.0071], [-1.8753, 0.1941, 0.4011], [-1.8279, 1.0122, -0.7597], [-1.9248, 0.5508, 1.4337], [-1.8652, 0.1555, -1.9242], [-2.0807, -1.1982, -1.4476], [-2.3030, -2.0667, -2.0593], [-2.2892, -1.9869, 0.6696], [-1.8474, 2.1064, -0.7526], [-1.8564, 0.4600, -2.9689], [1.2347, -1.9510, -0.0492], [0.2200, -2.6214, -0.8111], [0.3281, -2.1619, -2.1820], [-0.4484, -3.3883, -0.4224], [1.4405, -1.2564, -2.2529], [1.9561, -1.0865, -0.9336], [2.8424, -0.5103, -0.6710], [1.4984, -2.1662, 0.9842], [-0.2508, -2.5024, -3.0352], [1.8717, -0.8429, -3.1667], [1.7721, 2.3431, -4.5549], [0.7925, 2.0063, -3.5616], [-0.4349, 2.9029, -3.6306], [1.3136, 2.1774, -2.6250], [0.5428, 0.9464, -3.6077], [0.1325, 4.1330, -4.3735], [-0.7650, 3.1187, -2.6102], [-1.2508, 2.4131, -4.1812], [1.5281, 3.7220, -4.9183], [0.2640, 4.9668, -3.6639], [-0.5135, 4.4528, -5.1971], [2.3027, 4.3772, -4.4646], [1.6142, 3.7820, -6.0093], [0.1274, -0.3085, 2.9270], [0.8498, 0.7504, 2.2144], [1.6526, 1.7260, 2.8706], [2.1877, 2.5463, 1.8724], [1.7016, 2.0384, 0.6424], [2.0991, 2.6183, -0.6423], [0.8733, 0.9590, 0.8589], [0.6681, -0.4920, 3.8616], [0.0648, -1.2507, 2.3736], [-0.8834, 0.0044, 3.2137], [1.7869, 1.7497, 3.9413], [2.8560, 3.3970, 1.9332], [3.1234, 3.0207, -0.5771], [2.1276, 1.8370, -1.4141], [1.4279, 3.4495, -0.9291]],
  "atomic_forces_ev_per_a": [[0.0, -0.4, -1.8], [0.1, 0.7, 0.0], [-0.2, 0.2, 0.6], [-0.3, 0.1, 0.5], [0.1, 0.1, 0.0], [0.0, -0.3, -0.8], [-0.3, -0.1, 0.0], [0.1, -0.2, 0.0], [-0.1, -0.4, 0.0], [-0.2, -0.1, -0.2], [-0.1, 0.0, 0.3], [0.3, 0.0, 0.1], [0.1, -0.2, 0.1], [0.2, -0.1, -0.2], [-0.3, -0.1, 0.0], [0.0, 0.1, 0.3], [0.3, 0.9, 2.0], [-0.3, 0.8, -0.1], [-1.0, -0.2, -0.7], [0.1, -0.7, -0.5], [0.3, -0.2, -0.6], [-0.8, 0.1, 0.4], [-0.7, 1.0, 0.2], [0.2, 0.3, 0.2], [0.4, 0.2, -0.3], [0.5, -0.5, -0.1], [0.0, 0.0, 0.4], [0.0, -0.6, -1.0], [1.5, -0.3, -0.2], [1.2, -0.4, 0.2], [0.1, 0.4, -0.2], [-0.3, -0.2, 0.2], [-0.1, -0.9, -0.3], [-0.5, 0.0, 0.0], [-0.3, 0.3, -0.3], [0.1, 0.1, 0.3], [-0.5, 0.1, 0.4], [-1.2, 0.8, -0.1], [0.8, -0.4, 1.2], [0.6, -0.1, -0.7], [-0.7, 0.1, -0.4], [0.2, 0.5, -0.1], [0.1, 0.3, 0.0], [-0.1, 0.2, -0.2], [0.2, 0.2, 0.1], [0.3, -0.1, 0.4], [-0.2, -0.2, -0.4], [0.0, 0.1, 0.3], [-0.3, -0.4, -0.3], [-0.1, 0.1, 0.2], [0.0, -0.6, 0.4], [0.3, 0.8, -1.8], [1.0, 1.5, -0.7], [-0.4, -0.7, 2.0], [-0.7, -0.9, 0.9], [0.5, -0.3, -0.4], [0.3, 0.1, -0.1], [-0.2, -0.1, -0.1], [-0.1, 0.3, 0.0], [0.1, 0.0, -0.1], [0.1, 0.2, 0.0], [-0.1, -0.2, 0.3], [-0.4, 0.0, 0.1], [0.0, 0.4, 0.5], [0.2, -0.4, 0.0]],
  "lowdin_spin": [0.000, 0.000, 0.000, 0.000, 0.000, 0.000, 0.000, 0.000, 0.000, 0.000, 0.000, 0.000, 0.000, 0.000, 0.000, 0.000, 2.015, -0.034, 0.013, 0.024, 0.002, -0.017, -0.033, 0.000, -0.001, 0.003, -0.001, 0.005, -0.039, -0.031, -0.001, -0.011, 0.015, 0.003, 0.001, 0.000, 0.000, 0.000, 0.002, 0.000, 0.001, 0.001, 0.000, 0.000, 0.000, 0.000, 0.000, 0.000, 0.000, 0.000, 0.052, 0.287, 0.135, 0.122, 0.291, 0.054, 0.070, 0.004, 0.006, 0.020, 0.003, 0.002, 0.006, 0.006, 0.021]
}